--- 1 ---
86
Properties=species:S:1:pos:R:3 method="wB97M-V/def2-TZVPD" charge=-1 homo_ev=-4.21
C -20.06 20.45 -3.14
C -20.91 19.29 -2.61
C -22.41 19.62 -2.97
C -23.36 18.48 -2.58
C -22.94 17.18 -3.19
C -21.43 16.81 -2.94
N -20.51 17.92 -3.16
O -19.17 17.74 -3.52
C -21.18 15.61 -3.89
C -21.26 16.30 -1.43
C -20.86 19.38 -1.10
H -20.13 20.47 -4.23
H -18.98 20.39 -3.03
H -20.41 21.41 -2.77
H -22.57 20.04 -3.97
H -22.74 20.41 -2.29
H -24.34 18.74 -2.98
H -23.54 18.44 -1.51
H -23.14 17.24 -4.26
H -23.62 16.45 -2.74
H -20.81 15.90 -4.87
H -21.81 14.73 -3.89
H -20.26 15.20 -3.48
H -20.27 16.43 -0.98
H -21.30 15.21 -1.47
H -22.16 16.53 -0.87
H -21.49 18.62 -0.64
H -21.25 20.29 -0.64
H -19.85 19.35 -0.70
O -18.93 22.40 -3.04
H -19.80 22.64 -2.72
H -18.45 23.22 -3.09
O -16.97 20.81 -3.82
H -17.65 21.37 -3.46
H -17.41 19.98 -4.01
O -19.68 21.47 -4.78
H -18.97 20.84 -4.92
H -19.54 21.80 -3.89
O -21.66 19.22 1.51
H -22.11 19.92 1.05
H -21.32 19.63 2.30
O -17.63 16.23 -3.17
H -18.07 16.11 -4.01
H -18.11 16.95 -2.75
O -22.79 17.23 1.38
H -21.86 17.20 1.57
H -22.85 17.41 0.44
O -18.83 19.23 0.84
H -17.88 19.37 0.90
H -18.96 18.89 -0.05
O -22.63 21.61 -4.93
H -21.70 21.50 -4.73
H -22.79 21.00 -5.65
O -25.00 15.04 -2.51
H -25.22 15.77 -3.09
H -24.22 14.64 -2.90
O -20.71 21.16 0.28
H -20.53 20.34 0.73
H -21.65 21.12 0.08
O -19.64 14.17 -4.71
H -19.10 13.38 -4.78
H -20.33 13.93 -4.09
O -21.92 17.89 -5.63
H -21.22 17.78 -4.98
H -22.53 18.49 -5.23
O -25.18 16.80 -3.81
H -25.92 17.13 -4.33
H -24.62 17.56 -3.69
O -19.47 19.46 -6.23
H -18.95 18.77 -6.64
H -19.15 19.51 -5.33
O -24.30 20.86 -3.80
H -23.53 21.42 -3.94
H -24.34 20.32 -4.58
O -19.03 16.26 -5.28
H -19.14 15.31 -5.19
H -19.75 16.63 -4.76
O -18.45 17.48 -1.37
H -19.13 17.05 -0.87
H -18.87 17.73 -2.19
O -17.95 19.04 -4.55
H -17.11 18.59 -4.50
H -18.58 18.45 -4.15
O -20.81 22.57 -1.74
H -21.20 22.89 -0.93
H -20.48 21.70 -1.52

---

--- 2 ---
86
Properties=species:S:1:pos:R:3 method="wB97M-V/def2-TZVPD" charge=-1 homo_ev=-4.63
C -1.74 -2.16 -0.21
C -0.47 -1.40 0.18
C 0.75 -1.66 -0.83
C 0.56 -0.83 -2.13
C 0.46 0.65 -1.78
C -0.72 0.95 -0.90
N -0.62 0.05 0.29
O -1.61 0.36 1.35
C -2.09 0.75 -1.62
C -0.75 2.38 -0.39
C -0.03 -1.91 1.51
H -1.78 -2.21 -1.32
H -2.62 -1.61 0.09
H -1.88 -3.13 0.22
H 0.84 -2.74 -1.01
H 1.67 -1.29 -0.31
H -0.32 -1.12 -2.66
H 1.31 -1.07 -2.90
H 0.33 1.20 -2.68
H 1.40 1.00 -1.29
H -2.32 1.61 -2.29
H -2.84 0.68 -0.80
H -2.19 -0.19 -2.18
H -1.73 2.53 0.05
H -0.45 3.07 -1.21
H -0.01 2.58 0.38
H -0.68 -1.63 2.33
H 0.95 -1.46 1.69
H 0.12 -2.98 1.31
O -2.72 2.97 2.37
H -2.16 2.21 2.23
H -3.58 2.56 2.32
O -0.73 0.69 3.94
H 0.18 1.03 3.84
H -0.98 0.57 3.00
O 2.17 -3.46 3.29
H 3.07 -3.21 3.09
H 1.95 -2.75 3.93
O -4.91 0.65 -3.02
H -4.56 0.99 -2.17
H -5.27 1.42 -3.47
O 4.49 -1.47 -1.70
H 3.72 -1.99 -1.51
H 4.42 -1.31 -2.66
O 3.51 1.03 0.25
H 4.15 1.77 0.28
H 4.07 0.23 0.29
O 0.76 -5.69 1.62
H 1.19 -4.93 2.03
H -0.20 -5.56 1.88
O 1.74 -1.04 4.59
H 2.20 -0.40 4.07
H 0.84 -0.65 4.54
O 3.76 -0.98 -4.81
H 3.26 -0.15 -4.63
H 3.05 -1.63 -4.74
O -2.25 -1.48 4.48
H -1.33 -1.20 4.66
H -2.65 -0.75 3.99
O -0.16 3.16 -4.16
H -0.30 3.98 -3.68
H 0.39 3.39 -4.91
O -4.13 0.18 2.38
H -4.92 0.15 1.83
H -3.33 0.26 1.75
O 1.45 1.12 2.21
H 0.72 0.84 1.65
H 2.24 1.04 1.68
O -1.55 5.07 -2.64
H -1.76 5.99 -2.84
H -2.07 4.83 -1.84
O -2.01 -4.36 2.37
H -1.85 -3.43 2.44
H -2.26 -4.64 3.27
O 1.99 4.89 -2.89
H 1.33 4.82 -2.22
H 2.47 4.06 -2.90
O 2.99 1.91 -3.56
H 3.04 1.75 -2.61
H 2.07 2.15 -3.71
O 1.60 3.73 1.74
H 1.63 2.77 1.99
H 1.25 4.18 2.54
O 0.07 -5.52 -1.21
H 0.60 -5.60 -0.40
H -0.23 -4.61 -1.14

---

Name the least stable of them. 1.

---

--- 1 ---
24
Properties=species:S:1:pos:R:3 method="wB97M-V/def2-TZVPD" charge=+1 homo_ev="-12.01 / -11.40"
C -1.31 -1.57 -0.27
C 2.03 -1.49 1.39
C -0.91 0.84 -1.92
C -1.34 1.83 0.52
C -0.58 -0.32 0.17
C 2.03 -0.67 0.16
N -0.64 0.94 -0.42
S 2.45 0.92 -0.25
H -1.18 -1.64 -1.30
H -2.30 -1.49 -0.03
H -0.88 -2.37 0.14
H 1.32 -2.21 1.42
H 3.03 -1.87 1.67
H 1.93 -0.79 2.34
H -1.87 0.51 -1.95
H -0.85 1.76 -2.58
H -0.26 0.18 -2.28
H -2.43 1.58 0.43
H -1.02 1.85 1.56
H -1.39 2.90 0.11
H -0.47 -0.40 1.17
H 1.87 -1.34 -0.74
H 0.46 1.40 -0.30
H 2.30 1.47 0.94

---

--- 2 ---
24
Properties=species:S:1:pos:R:3 method="wB97M-V/def2-TZVPD" charge=+1 homo_ev=-13.85 smiles=CC[C@@H](S)[N+](C)(C)C
C -2.53 1.39 0.29
C -1.31 0.88 -0.46
C -0.63 -0.30 0.29
S -1.38 -1.94 -0.14
N 0.97 -0.29 -0.01
C 1.16 -0.56 -1.49
C 1.46 1.01 0.39
C 1.57 -1.35 0.72
H -3.27 0.59 0.56
H -3.15 2.11 -0.37
H -2.16 1.70 1.28
H -0.52 1.68 -0.73
H -1.73 0.56 -1.44
H -0.57 -0.28 1.43
H -1.63 -2.43 0.97
H 1.28 0.47 -1.85
H 2.14 -1.24 -1.61
H 0.35 -1.22 -1.79
H 0.82 1.33 1.21
H 2.58 0.95 0.50
H 1.33 1.63 -0.49
H 1.19 -1.17 1.76
H 1.32 -2.39 0.28
H 2.71 -1.13 0.68

---

Name the least stable of them. 1.

---

--- 1 ---
33
Properties=species:S:1:pos:R:3 method="wB97M-V/def2-TZVPD" charge=+1 homo_ev=-9.84
C 0.86 3.00 -0.41
C 1.60 4.00 -1.25
O 2.45 3.52 -1.98
N 1.24 5.47 -1.38
H 0.41 5.53 -1.95
H 0.97 5.95 -0.53
C 2.32 6.36 -2.07
H 1.20 3.04 0.62
H 0.87 2.00 -0.86
H -0.20 3.25 -0.46
H 2.73 5.93 -2.98
H 3.05 6.38 -1.26
H 1.95 7.37 -2.23
C -2.58 -5.67 0.75
C -1.14 -5.25 0.40
N -0.97 -3.78 0.41
C -1.36 -2.73 -0.46
C -1.00 -1.52 0.10
N -0.36 -1.80 1.33
C -0.39 -3.15 1.45
C 0.12 -0.80 2.28
H -3.24 -5.42 -0.09
H -2.88 -5.26 1.71
H -2.58 -6.75 0.85
H -0.66 -5.60 -0.51
H -0.39 -5.74 1.03
H -1.76 -3.05 -1.41
H -1.06 -0.51 -0.26
H 0.03 -3.71 2.28
H 0.90 -0.23 1.78
H 0.65 -1.32 3.07
H -0.72 -0.23 2.67
Cl -0.07 0.70 -0.62

---

--- 2 ---
33
Properties=species:S:1:pos:R:3 method="wB97M-V/def2-TZVPD" charge=+1 homo_ev=-11.18
C 3.87 -3.60 0.63
C 3.47 -2.98 1.94
O 4.18 -3.02 2.89
N 2.46 -1.88 1.86
H 2.82 -0.93 1.96
H 2.26 -1.89 0.84
C 1.24 -2.22 2.67
H 4.03 -2.88 -0.18
H 3.16 -4.35 0.29
H 4.86 -3.99 0.85
H 0.78 -3.10 2.23
H 0.54 -1.39 2.61
H 1.50 -2.44 3.70
C -2.50 1.16 1.46
C -1.59 0.59 0.37
N -1.67 1.28 -0.90
C -1.02 0.80 -2.04
C -1.18 1.73 -2.99
N -1.93 2.78 -2.49
C -2.10 2.51 -1.20
C -2.31 4.03 -3.13
H -2.12 2.15 1.76
H -2.65 0.55 2.34
H -3.44 1.50 1.01
H -1.87 -0.46 0.24
H -0.57 0.50 0.73
H -0.53 -0.16 -1.96
H -0.95 1.79 -4.05
H -2.45 3.20 -0.45
H -1.43 4.58 -3.45
H -3.02 4.54 -2.49
H -2.92 3.78 -4.00
Cl 1.06 -2.17 -1.06

---

Name the least stable of them. 1.

---

--- 1 ---
28
Properties=species:S:1:pos:R:3 method="wB97M-V/def2-TZVPD" charge=+1 homo_ev=-12.92 smiles="C[NH2+][C@@]1(c2ccccc2)C=CCN=N1"
C -0.65 -2.20 1.44
N 0.50 -1.77 0.64
C 0.61 -0.03 0.16
C -0.59 0.21 -0.62
C -1.75 0.79 -0.11
C -2.76 1.06 -1.00
C -2.57 0.86 -2.36
C -1.52 0.09 -2.82
C -0.48 -0.16 -1.96
C 0.73 0.77 1.46
C 1.90 1.34 1.69
C 3.06 1.16 0.84
N 2.97 0.23 -0.22
N 1.90 -0.24 -0.65
H -0.48 -3.30 1.51
H -0.63 -1.73 2.46
H -1.53 -1.92 0.99
H 0.67 -2.28 -0.22
H 1.33 -1.95 1.21
H -2.00 1.01 0.88
H -3.58 1.70 -0.54
H -3.42 1.07 -3.01
H -1.32 0.02 -3.87
H 0.35 -0.73 -2.40
H -0.04 1.02 2.20
H 1.99 1.96 2.50
H 3.37 2.17 0.39
H 3.91 0.84 1.41

---

--- 2 ---
28
Properties=species:S:1:pos:R:3 method="wB97M-V/def2-TZVPD" charge=+1 homo_ev=-13.04
C 3.28 1.43 -0.14
C 2.63 0.95 -1.26
C 2.56 1.68 1.00
C 1.23 0.56 -1.16
C 1.26 1.19 1.16
C 0.53 0.76 0.01
C -2.84 0.43 -1.33
C -1.61 -0.01 -1.14
C -3.42 1.34 -0.23
C -0.86 0.38 0.14
C 0.58 -2.05 1.05
N -2.71 1.38 1.00
N -1.56 0.94 1.18
N -0.84 -1.55 0.92
H 4.40 1.70 -0.18
H 3.19 0.96 -2.26
H 2.96 2.05 1.95
H 0.78 0.29 -2.06
H 0.73 1.41 2.08
H -3.27 0.13 -2.23
H -1.30 -0.76 -1.89
H -3.43 2.38 -0.50
H -4.40 1.12 0.02
H 1.27 -1.28 1.27
H 0.56 -2.81 1.80
H 0.85 -2.44 0.13
H -1.22 -1.11 1.81
H -1.50 -1.96 0.34

---

Name the least stable of them. 2.

---

--- 1 ---
15
Properties=species:S:1:pos:R:3 method="wB97M-V/def2-TZVPD" homo_ev=-9.41 smiles="C=C(C)Br.C=C"
C 0.55 -0.96 -1.05
C 1.35 -0.36 -0.21
C 1.66 -0.83 1.18
Br 2.39 1.05 -0.90
H -0.10 -1.80 -0.72
H 0.22 -0.52 -1.93
H 2.56 -1.42 1.19
H 1.86 0.00 1.85
H 0.84 -1.29 1.54
C -2.31 0.92 -0.14
C -1.47 1.91 -0.08
H -3.06 0.75 0.57
H -2.11 0.14 -0.85
H -1.20 2.50 0.79
H -0.71 1.98 -0.81

---

--- 2 ---
15
Properties=species:S:1:pos:R:3 method="wB97M-V/def2-TZVPD" homo_ev=-9.53
C 1.23 -1.48 1.65
C 1.12 -0.64 0.67
C -1.19 -0.46 -0.80
C -0.12 1.80 -0.27
C -0.43 0.41 0.17
Br -1.42 0.48 1.88
H 2.17 -1.99 1.79
H 0.45 -1.71 2.35
H 1.89 -0.38 -0.04
H -2.21 -0.09 -0.93
H -0.69 -0.46 -1.77
H -1.24 -1.49 -0.43
H -1.06 2.35 -0.37
H 0.50 2.32 0.45
H 0.37 1.80 -1.24

---

Name the least stable of them. 1.